Entry from the Open Molecules 2025 dataset: a molecular structure, C15H10F6NO4PReS5 (ωB97M-V/def2-TZVPD).

Positions of all 43 atoms, in Å:
1 Re 0.911 -1.045 -0.566
2 F -3.536 -2.749 0.458
3 C -2.990 -1.645 -0.011
4 F -2.599 -1.824 -1.265
5 F -3.834 -0.639 0.062
6 S -1.519 -1.253 1.047
7 O -0.808 -0.144 0.319
8 O -1.966 -1.001 2.362
9 N -0.553 -2.492 0.730
10 S 0.589 -2.897 1.834
11 O 0.764 -1.917 2.856
12 O 1.705 -3.248 1.000
13 C -0.127 -4.420 2.598
14 F -0.302 -5.335 1.662
15 F -1.294 -4.089 3.129
16 F 0.692 -4.862 3.527
17 S 3.163 -1.539 -0.951
18 P 3.197 0.261 -1.959
19 S 1.540 1.154 -1.166
20 C 3.023 -0.037 -3.719
21 C 3.701 -1.106 -4.304
22 C 3.593 -1.318 -5.667
23 C 2.815 -0.466 -6.443
24 C 2.144 0.599 -5.860
25 C 2.243 0.816 -4.493
26 C 4.715 1.141 -1.668
27 C 5.474 1.628 -2.730
28 C 6.657 2.301 -2.463
29 C 7.071 2.481 -1.152
30 C 6.310 1.999 -0.093
31 C 5.129 1.328 -0.344
32 H 4.303 -1.774 -3.701
33 H 4.114 -2.148 -6.125
34 H 2.731 -0.634 -7.509
35 H 1.540 1.261 -6.465
36 H 1.710 1.638 -4.032
37 H 5.145 1.484 -3.750
38 H 7.254 2.682 -3.280
39 H 7.997 3.003 -0.950
40 H 6.641 2.148 0.926
41 H 4.530 0.952 0.477
42 S -0.155 -2.008 -3.614
43 C 0.303 -1.606 -2.201

Spin multiplicity = 3
Gap between HOMO and LUMO (alpha / beta) = 8.573 / 5.948 eV
Net charge = +1
ΔE to the lowest compared entry with this formula, charge and spin = 0.0 kcal per mole
Energy = -107290.0588 eV
E_LUMO (alpha / beta) = -3.81 / -6.07 eV
Max |F| = 0.6 eV/A

***

Entry from the Open Molecules 2025 dataset: a molecular structure, C4H4CuF3NO2 in a non-equilibrium geometry (ωB97M-V/def2-TZVPD).

Positions of all 15 atoms, in Å:
1 C 2.037 -0.046 -0.080
2 C 0.995 0.639 0.585
3 N -0.458 0.359 0.477
4 C -0.749 -1.051 0.208
5 O -1.436 -1.667 1.076
6 O -0.388 -1.766 -0.931
7 C -1.047 1.255 -0.531
8 F -0.169 1.570 -1.579
9 F -1.319 2.466 0.118
10 F -2.242 0.736 -1.074
11 H 2.903 -0.406 0.574
12 H 2.121 -0.223 -1.195
13 H 1.295 1.531 1.234
14 H -0.855 -1.316 -1.684
15 Cu -0.689 -2.082 2.804

Gap between HOMO and LUMO = 7.290 eV
Net charge = +1
Energy = -62578.9273 eV
E_LUMO = -5.90 eV
Max |F| = 3.5 eV/A

***

Entry from the Open Molecules 2025 dataset: 2 unconnected molecules or ions with the total composition C4H10O in a non-equilibrium geometry (ωB97M-V/def2-TZVPD).

Positions of all 15 atoms, in Å:
1 C -2.852 -0.208 1.328
2 O -3.146 -0.057 0.192
3 H -3.517 -0.124 2.201
4 H -1.828 -0.473 1.637
5 C 0.926 0.308 0.810
6 C 1.608 0.327 -0.544
7 C 0.765 -0.383 -1.664
8 H 0.726 -0.719 1.124
9 H 1.421 0.959 1.524
10 H -0.124 0.611 0.696
11 H 1.668 1.343 -0.945
12 H 2.626 -0.056 -0.554
13 H 1.097 0.077 -2.594
14 H -0.276 -0.149 -1.459
15 H 0.907 -1.457 -1.751

Gap between HOMO and LUMO = 11.196 eV
SMILES = C=O.CCC
ΔE to the lowest compared entry with this formula, charge and spin = 32.0 kcal per mole
Energy = -6356.4158 eV
E_LUMO = 0.92 eV
Max |F| = 1.8 eV/A